1.
ORCA calculation (ωB97M-V/def2-TZVPD) on a structure of composition C3H5Cl2NO3 in a non-equilibrium geometry.

```
! RIJCOSX wB97M-V def2-TZVPD def2/J DEFGRID3
* xyz 0 1
C -0.469 -1.122 -1.383
C -0.070 0.200 -0.820
C -0.123 0.065 1.171
N 0.169 1.390 1.700
O -0.751 2.170 1.719
O 1.309 1.617 2.018
O 1.186 0.623 -1.057
Cl -1.745 -0.448 1.584
Cl 1.108 -1.102 1.596
H -0.231 -1.095 -2.448
H 0.087 -1.937 -0.929
H -1.532 -1.291 -1.269
H -0.766 1.021 -0.972
H 1.827 -0.090 -0.909
*
```

Properties
**LUMO energy**: -0.2 eV
**HOMO-LUMO gap**: 9.7 eV



2.
ORCA calculation (ωB97M-V/def2-TZVPD) on a cluster of 3 separate species, C3H5Cl2O4S in total in a non-equilibrium geometry.

```
! RIJCOSX wB97M-V def2-TZVPD def2/J DEFGRID3
* xyz -1 1
C -0.922 -1.483 -0.252
C -0.780 -0.101 0.264
C 2.885 -0.482 0.473
O 2.679 0.170 1.404
O -2.708 1.460 -0.809
O -0.585 2.436 0.113
O 3.033 -1.378 -0.230
S -1.297 1.348 -0.940
Cl -1.895 0.178 1.657
Cl 1.728 1.000 -1.113
H -0.798 -2.136 0.644
H -0.002 -1.905 -0.993
H -1.896 -1.601 -0.717
H 0.209 -0.010 0.606
H 0.351 2.504 -0.107
*
```

Properties
**LUMO energy**: 3.4 eV
**HOMO-LUMO gap**: 8.7 eV



3.
ORCA calculation (ωB97M-V/def2-TZVPD) on a structure of composition C3H5Cl3 in a non-equilibrium geometry.

```
! RIJCOSX wB97M-V def2-TZVPD def2/J DEFGRID3
* xyz 0 1
C -0.387 0.940 0.405
C 1.486 -0.562 0.985
C 0.062 -0.311 0.598
Cl 1.596 -2.363 1.348
Cl -0.914 -1.666 0.489
Cl -2.073 0.388 -2.680
H -1.411 1.141 0.293
H 0.306 1.751 0.463
H -2.492 0.848 -3.881
H 1.995 -0.331 0.150
H 1.832 0.165 1.830
*
```

Properties
**LUMO energy**: 0.6 eV
**HOMO-LUMO gap**: 9.9 eV



4.
ORCA calculation (ωB97M-V/def2-TZVPD) on the molecule C3H5Cl5Si in a non-equilibrium geometry.

```
! RIJCOSX wB97M-V def2-TZVPD def2/J DEFGRID3
* xyz 0 1
C 0.120 -0.549 -0.791
C -0.523 0.171 0.373
C -0.086 1.595 0.550
Cl -0.361 2.560 -0.916
Cl 1.660 1.681 0.969
Si -2.823 0.181 0.089
Cl -3.440 -1.650 0.631
Cl -3.565 1.592 1.316
Cl -3.242 0.560 -1.828
H -0.154 -0.086 -1.735
H 1.205 -0.513 -0.694
H -0.196 -1.588 -0.806
H -0.357 -0.364 1.307
H -0.614 2.093 1.363
*
```

Properties
**LUMO energy**: 0.3 eV
**HOMO-LUMO gap**: 10.3 eV
**SMILES string**: C[C@@H](C(Cl)Cl)[Si](Cl)(Cl)Cl



5.
ORCA calculation (ωB97M-V/def2-TZVPD) on the ion C3H5ClN with charge +1 in a non-equilibrium geometry.

```
! RIJCOSX wB97M-V def2-TZVPD def2/J DEFGRID3
* xyz 1 1
N -0.907 0.613 -0.259
C -0.550 -0.670 0.432
C 0.911 -0.750 0.462
C 2.055 -0.158 -0.106
Cl 3.452 0.417 -0.643
H -0.457 0.710 -1.252
H -0.532 1.390 0.347
H -1.934 0.730 -0.219
H -1.150 -0.749 1.409
H -0.887 -1.531 -0.171
*
```

Properties
**LUMO energy**: -4.0 eV
**HOMO-LUMO gap**: 9.6 eV
**SMILES string**: [NH3+]CC#CCl



6.
ORCA calculation (ωB97M-V/def2-TZVPD) on the molecule C3H5ClO2 in a non-equilibrium geometry.

```
! RIJCOSX wB97M-V def2-TZVPD def2/J DEFGRID3
* xyz 0 1
O -0.049 -0.177 -2.597
C 0.656 0.503 -1.908
O 0.564 0.536 -0.576
C -0.398 -0.368 0.071
C -0.323 -0.027 1.527
Cl 1.293 -0.340 2.151
H 1.416 1.222 -2.201
H -1.411 -0.293 -0.315
H -0.117 -1.426 0.069
H -1.016 -0.628 2.078
H -0.615 0.998 1.700
*
```

Properties
**LUMO energy**: 0.9 eV
**HOMO-LUMO gap**: 11.8 eV
**SMILES string**: O=COCCCl



7.
ORCA calculation (ωB97M-V/def2-TZVPD) on the molecule C3H5ClO2 in a non-equilibrium geometry.

```
! RIJCOSX wB97M-V def2-TZVPD def2/J DEFGRID3
* xyz 0 1
O 1.354 -1.494 -0.879
C 0.924 -0.362 -0.866
C -0.422 -0.015 -0.199
O -1.073 -1.214 0.210
C -0.094 0.753 1.035
Cl -0.484 2.421 0.822
H 1.344 0.408 -1.528
H -0.906 0.393 -1.161
H -0.908 -1.826 -0.534
H 0.997 0.658 1.354
H -0.730 0.279 1.745
*
```

Properties
**LUMO energy**: 0.7 eV
**HOMO-LUMO gap**: 10.8 eV
**SMILES string**: O=C[C@@H](O)CCl



8.
ORCA calculation (ωB97M-V/def2-TZVPD) on a structure of composition C3H5ClO2P in a non-equilibrium geometry.

```
! RIJCOSX wB97M-V def2-TZVPD def2/J DEFGRID3
* xyz -1 1
C -2.130 0.035 -0.282
C -1.283 0.875 0.260
C 1.023 -0.970 0.059
O 1.592 1.127 -1.356
O 1.921 1.307 1.247
P 1.200 0.801 0.015
Cl 2.721 -1.473 -0.018
H -3.224 0.337 -0.030
H -1.839 -0.933 -0.892
H -1.337 1.815 0.871
H 0.665 -1.342 -0.822
H 0.691 -1.579 0.948
*
```

Properties
**LUMO energy**: 3.7 eV
**HOMO-LUMO gap**: 7.6 eV



9.
ORCA calculation (ωB97M-V/def2-TZVPD) on the molecule C3H5ClO2S in a non-equilibrium geometry.

```
! RIJCOSX wB97M-V def2-TZVPD def2/J DEFGRID3
* xyz 0 1
C 1.315 0.101 0.648
C 0.666 -0.009 -0.733
C -0.759 0.310 -0.782
Cl -0.994 2.374 -0.013
S -1.811 -0.640 0.179
O -3.121 -0.147 0.455
O -1.659 -2.028 -0.165
H 2.395 0.009 0.568
H 1.078 1.066 1.088
H 0.942 -0.683 1.303
H 1.169 0.674 -1.423
H 0.780 -1.027 -1.124
*
```

Properties
**LUMO energy**: -2.2 eV
**HOMO-LUMO gap**: 8.0 eV
**SMILES string**: CCC(Cl)=S(=O)=O



10.
ORCA calculation (ωB97M-V/def2-TZVPD) on a cluster of 2 separate species, C3H5ClO2S in total in a non-equilibrium geometry.

```
! RIJCOSX wB97M-V def2-TZVPD def2/J DEFGRID3
* xyz 0 1
C 0.571 1.124 -0.455
C -0.180 -1.146 0.301
C -0.525 0.104 -0.570
O 1.108 0.966 3.197
O -0.860 -0.181 -2.023
S 2.120 1.390 2.161
Cl 1.174 1.543 -1.865
H 0.682 -1.667 -0.108
H -0.966 -1.901 0.429
H 0.016 -0.631 1.267
H -1.400 0.532 -0.051
H -1.739 -0.133 -2.284
*
```

Properties
**LUMO energy (spin up / spin down)**: -1.1 / -1.0 eV
**HOMO-LUMO gap (spin up / spin down)**: 7.4 / 7.3 eV



11.
ORCA calculation (ωB97M-V/def2-TZVPD) on a cluster of 2 separate species, C3H5ClOS in total in a non-equilibrium geometry.

```
! RIJCOSX wB97M-V def2-TZVPD def2/J DEFGRID3
* xyz 0 1
C 0.962 0.548 1.656
C -1.450 0.422 -0.993
C 0.953 -0.927 -0.316
O -0.055 1.006 2.062
S 0.205 -0.070 -1.602
Cl 2.613 -1.000 -0.503
H 1.844 0.184 2.181
H -1.741 -0.172 -0.118
H -2.166 0.192 -1.816
H -1.431 1.453 -0.782
H 0.265 -1.637 0.232
*
```

Properties
**LUMO energy (spin up / spin down)**: -0.1 / 0.4 eV
**HOMO-LUMO gap (spin up / spin down)**: 7.6 / 7.7 eV



12.
ORCA calculation (ωB97M-V/def2-TZVPD) on a structure of composition C3H5CsLiO in a non-equilibrium geometry.

```
! RIJCOSX wB97M-V def2-TZVPD def2/J DEFGRID3
* xyz 0 2
O -1.669 0.293 0.928
C -1.062 0.723 -0.218
H -1.592 0.276 -1.094
Cs -1.070 -2.308 1.792
Li -2.411 2.992 2.795
C 1.346 -1.081 -0.572
H 1.161 -1.613 -1.522
H 2.377 -1.177 -0.195
C 0.840 0.295 -0.577
H 1.279 0.871 0.255
H 0.800 0.728 -1.593
*
```

Properties
**LUMO energy (spin up / spin down)**: -1.1 / -1.2 eV
**HOMO-LUMO gap (spin up / spin down)**: 2.9 / 2.5 eV



13.
ORCA calculation (ωB97M-V/def2-TZVPD) on a structure of composition C3H5CsO4 in a non-equilibrium geometry.

```
! RIJCOSX wB97M-V def2-TZVPD def2/J DEFGRID3
* xyz -1 2
C 3.352 0.783 2.085
C 3.419 -0.713 1.866
O 2.238 -1.348 1.865
Cs 0.615 -3.356 -1.026
H 4.365 1.215 2.129
H 2.798 1.268 1.267
H 2.848 1.009 3.037
H 4.118 -1.224 2.564
H 4.255 -1.265 0.661
O 4.533 -3.896 -1.088
C 4.550 -2.648 -1.355
O 3.550 -2.185 -2.027
O 5.144 -1.838 -0.513
*
```

Properties
**LUMO energy (spin up / spin down)**: 1.3 / 1.3 eV
**HOMO-LUMO gap (spin up / spin down)**: 3.6 / 3.5 eV



14.
ORCA calculation (ωB97M-V/def2-TZVPD) on a structure of composition C3H5CuLiO3 in a non-equilibrium geometry.

```
! RIJCOSX wB97M-V def2-TZVPD def2/J DEFGRID3
* xyz 3 3
H -1.841 2.407 0.398
O 1.509 0.208 -0.448
C 0.937 -0.849 0.283
C -0.570 -0.862 0.201
O -1.094 0.321 0.926
C -1.676 1.235 0.318
O -1.824 1.392 -0.915
Cu 2.305 1.537 0.341
Li 1.705 -0.191 -2.255
H 1.230 -0.824 1.345
H 1.264 -1.831 -0.100
H -0.992 -1.719 0.734
H -0.953 -0.825 -0.829
*
```

Properties
**LUMO energy (spin up / spin down)**: -14.9 / -18.1 eV
**HOMO-LUMO gap (spin up / spin down)**: 10.7 / 7.2 eV



15.
ORCA calculation (ωB97M-V/def2-TZVPD) on a structure of composition C3H5CuO2 in a non-equilibrium geometry.

```
! RIJCOSX wB97M-V def2-TZVPD def2/J DEFGRID3
* xyz 0 1
H 0.217 2.850 -1.219
C 1.974 -0.733 -1.379
C 1.393 -0.708 -0.190
O 0.039 -0.322 -0.102
C -0.749 -0.858 0.810
O -1.791 -0.051 0.808
Cu -1.297 1.724 -0.627
H 2.600 -1.585 -1.640
H 1.619 -0.116 -2.206
H 1.841 -0.999 0.759
H -2.442 -0.309 1.473
*
```

Properties
**LUMO energy**: -0.1 eV
**HOMO-LUMO gap**: 7.7 eV



16.
ORCA calculation (ωB97M-V/def2-TZVPD) on a structure of composition C3H5CuO4 in a non-equilibrium geometry.

```
! RIJCOSX wB97M-V def2-TZVPD def2/J DEFGRID3
* xyz -1 2
O 0.086 -0.570 0.990
C -0.888 0.489 0.373
C 1.347 -0.428 0.364
O -1.490 1.257 1.185
O -0.060 1.131 -0.591
C 1.022 0.290 -0.940
H 1.795 -1.418 0.198
H 2.019 0.181 0.991
H 0.721 -0.425 -1.725
H 1.849 0.911 -1.306
Cu -3.423 0.323 0.974
O -1.770 -0.434 -0.274
H -1.205 -1.307 -0.238
*
```

Properties
**LUMO energy (spin up / spin down)**: 3.6 / 3.6 eV
**HOMO-LUMO gap (spin up / spin down)**: 4.7 / 7.5 eV



17.
ORCA calculation (ωB97M-V/def2-TZVPD) on the molecule C3H5F in a non-equilibrium geometry.

```
! RIJCOSX wB97M-V def2-TZVPD def2/J DEFGRID3
* xyz 0 1
C -1.428 -0.065 0.001
C -0.121 0.310 -0.175
C 1.092 -0.251 -0.021
F 0.081 1.642 -0.022
H -2.193 0.608 0.038
H -1.463 -1.203 -0.201
H 1.793 0.297 -0.794
H 1.126 -1.312 -0.118
H 1.112 -0.027 1.293
*
```

Properties
**LUMO energy**: 0.8 eV
**HOMO-LUMO gap**: 9.9 eV
**SMILES string**: C=C(C)F



18.
ORCA calculation (ωB97M-V/def2-TZVPD) on a structure of composition C3H5F2I3N in a non-equilibrium geometry.

```
! RIJCOSX wB97M-V def2-TZVPD def2/J DEFGRID3
* xyz 1 1
C 0.537 1.296 1.845
C 1.313 0.882 0.605
C -0.009 -1.224 -0.349
N -0.631 -0.747 -1.621
F 1.257 0.953 2.915
F 0.998 1.477 -0.517
I 3.182 0.235 0.704
I 1.643 -2.489 -0.705
I -1.301 -2.019 1.112
H -0.430 0.813 1.842
H 0.532 2.387 1.825
H 0.155 -0.726 -2.221
H -1.102 0.148 -1.479
H -1.401 -1.349 -2.064
*
```

Properties
**LUMO energy (spin up / spin down)**: -5.0 / -5.0 eV
**HOMO-LUMO gap (spin up / spin down)**: 7.0 / 7.0 eV



19.
ORCA calculation (ωB97M-V/def2-TZVPD) on a cluster of 2 separate species, C3H5F2N in total in a non-equilibrium geometry.

```
! RIJCOSX wB97M-V def2-TZVPD def2/J DEFGRID3
* xyz 0 1
N 0.568 -0.119 -2.908
C 0.702 -0.683 -1.954
C 1.069 -1.382 -0.757
F 2.210 -0.921 -0.235
H 1.240 -2.553 -0.932
H 0.220 -1.211 -0.080
C -0.480 1.660 1.284
F -0.543 0.307 1.731
H 0.244 2.212 1.866
H -1.409 2.132 1.153
H 0.003 1.532 0.165
*
```

Properties
**LUMO energy**: 0.8 eV
**HOMO-LUMO gap**: 12.8 eV
**SMILES string**: N#CCF.CF



20.
ORCA calculation (ωB97M-V/def2-TZVPD) on the molecule C3H5F2N in a non-equilibrium geometry.

```
! RIJCOSX wB97M-V def2-TZVPD def2/J DEFGRID3
* xyz 0 1
F 1.071 1.357 0.443
C 1.185 0.321 -0.389
F 1.893 -0.750 0.148
C -0.256 -0.277 -0.570
C -0.953 -0.390 0.763
N -1.484 0.473 -0.334
H 1.887 0.481 -1.238
H -0.401 -0.995 -1.270
H -1.487 -1.200 1.019
H -0.239 -0.389 1.646
H -1.215 1.368 -0.219
*
```

Properties
**LUMO energy**: 1.2 eV
**HOMO-LUMO gap**: 11.6 eV
**SMILES string**: FC(F)[C@H]1CN1